Entry 1:
Entry from the Open Molecules 2025 dataset: a gas-phase ion, C5H11N (charge +1) (ωB97M-V with the def2-TZVPD basis set).

Computed properties:
- Frontier orbital gap (alpha / beta): 9.653 / 7.967 eV
- 2S+1: 2
- ΔE to the lowest compared entry with this formula, charge and spin: 1.727 eV
- HOMO level (alpha / beta): -14.265 / -15.015 eV
- Total charge: +1

Last column: Löwdin charge in e.
Positions of all 17 atoms, in Å:
C -1.15 1.08 -1.10  -0.007
N 1.51 1.05 -0.05  0.142
C 0.70 -0.07 0.02  -0.223
C -0.70 0.06 -0.13  -0.159
C -1.65 -0.68 0.75  0.011
C 1.26 -1.44 0.44  0.014
H -2.12 0.95 -1.59  0.103
H -1.08 2.06 -0.61  0.122
H -0.51 1.06 -1.99  0.108
H 2.27 0.94 -0.71  0.121
H 1.71 1.53 0.82  0.136
H -1.19 -1.65 0.91  0.086
H -1.77 -0.10 1.68  0.131
H -2.62 -0.93 0.33  0.103
H 0.91 -2.30 -0.14  0.100
H 0.94 -1.61 1.47  0.112
H 2.31 -1.42 0.12  0.098

---

Entry 2:
Entry from the Open Molecules 2025 dataset: a molecular structure, C26H50InNP3S (ωB97M-V with the def2-TZVPD basis set).

Computed properties:
- Frontier orbital gap: 4.287 eV
- 2S+1: 1
- ΔE to the lowest compared entry with this formula, charge and spin: 0.000 eV
- HOMO level: -13.460 eV
- Total charge: +3

Last column: Löwdin charge in e.
Positions of all 82 atoms, in Å:
In 0.26 0.21 0.58  0.512
P 2.31 1.59 1.36  0.754
P -1.70 2.07 0.46  0.766
P 0.79 1.20 -2.03  0.763
H -0.75 -2.44 -0.34  0.091
C 0.00 -1.83 -0.85  -0.042
C 1.29 -1.76 -0.32  -0.105
H 1.54 -2.31 0.59  0.095
C 2.67 1.10 3.07  -0.262
C 2.16 3.40 1.41  -0.210
C 3.79 1.12 0.41  -0.215
C -3.24 1.45 -0.32  -0.216
C -2.19 2.45 2.18  -0.234
C -1.40 3.70 -0.30  -0.230
C 1.95 0.16 -3.00  -0.255
C 1.52 2.86 -2.24  -0.238
C -0.70 1.23 -3.10  -0.256
H -0.22 -1.60 -1.90  0.078
H 2.16 -1.53 -0.95  0.072
H 2.79 0.01 3.11  0.050
H 1.85 1.42 3.72  0.041
H 3.60 1.56 3.42  0.088
H 1.30 3.69 2.04  0.057
H 2.01 3.82 0.41  0.041
H 3.08 3.82 1.85  0.082
H 3.91 0.03 0.42  0.063
H 4.67 1.58 0.89  0.080
H 3.73 1.46 -0.63  0.037
H -4.02 2.22 -0.24  0.079
H -3.58 0.54 0.17  0.041
H -3.06 1.23 -1.39  0.046
H -3.02 3.18 2.18  0.076
H -1.33 2.89 2.71  0.045
H -2.50 1.54 2.69  0.046
H -2.26 4.35 -0.10  0.080
H -1.26 3.62 -1.38  0.036
H -0.50 4.16 0.15  0.042
H 2.07 0.58 -4.00  0.063
H 1.57 -0.86 -3.08  0.038
H 2.92 0.13 -2.50  0.046
H 1.58 3.09 -3.31  0.079
H 2.53 2.89 -1.81  0.040
H 0.91 3.63 -1.74  0.025
H -0.40 1.45 -4.14  0.048
H -1.43 1.98 -2.77  0.028
H -1.18 0.24 -3.09  0.045
C -0.34 -2.36 -6.77  -0.644
C -1.52 -2.61 -7.51  -0.109
C -1.77 -3.88 -8.02  -0.069
C -0.85 -4.92 -7.82  -0.071
C 0.32 -4.68 -7.10  -0.078
C 0.58 -3.41 -6.59  -0.132
S -0.01 -0.80 -6.07  0.776
H -1.14 -0.16 -6.47  -0.101
H -2.22 -1.79 -7.67  0.098
H -2.69 -4.07 -8.58  0.115
H -1.05 -5.91 -8.21  0.113
H 1.05 -5.48 -6.94  0.112
H 1.50 -3.20 -6.03  0.095
C -0.62 -0.14 6.49  0.012
N 0.48 -0.09 5.49  -0.186
C 1.79 -0.02 6.21  0.016
C 0.46 -1.24 4.45  -0.070
C -0.81 -1.34 3.65  -0.248
C -1.90 -1.98 4.30  -0.034
C -3.10 -2.21 3.63  -0.032
C -3.22 -1.85 2.29  -0.034
C -2.13 -1.24 1.66  -0.210
C -0.95 -0.92 2.32  -0.167
H -0.56 -1.10 7.02  0.126
H -1.59 -0.03 6.00  0.105
H -0.47 0.67 7.20  0.118
H 0.36 0.77 4.94  0.162
H 1.92 -0.95 6.77  0.128
H 2.60 0.11 5.50  0.085
H 1.75 0.84 6.90  0.121
H 1.32 -1.07 3.80  0.092
H 0.67 -2.15 5.05  0.156
H -1.80 -2.34 5.34  0.128
H -3.93 -2.71 4.14  0.131
H -4.13 -2.03 1.73  0.128
H -2.24 -1.05 0.58  0.059

---

Entry 3:
Entry from the Open Molecules 2025 dataset: 9 unconnected molecules or ions with the total composition C32H48F6O24P (ωB97M-V with the def2-TZVPD basis set).

Computed properties:
- Frontier orbital gap: 10.496 eV
- 2S+1: 1
- ΔE to the lowest compared entry with this formula, charge and spin: 6.071 eV
- HOMO level: -9.168 eV
- Total charge: -1

Last column: Löwdin charge in e.
Positions of all 111 atoms, in Å:
P -0.61 -0.09 -0.41  0.141
F -0.04 -1.04 0.76  -0.182
F -1.70 -1.23 -0.75  -0.186
F -1.81 0.60 0.54  -0.222
F -1.10 0.67 -1.76  -0.189
F 0.42 1.04 0.03  -0.155
F 0.46 -0.75 -1.45  -0.205
C -0.93 -5.33 3.75  -0.021
C -1.08 -4.42 4.94  -0.342
C -2.28 -4.74 5.84  -0.099
O -1.64 -4.95 7.08  0.054
C -0.27 -5.01 6.94  -0.478
O 0.56 -5.31 7.85  0.081
O 0.05 -4.58 5.74  0.103
H -0.88 -6.41 3.91  0.097
H -0.04 -5.03 3.20  0.091
H -1.87 -5.18 3.22  0.093
H -1.20 -3.38 4.66  0.156
H -2.83 -5.61 5.47  0.133
H -2.91 -3.86 5.91  0.133
C -6.16 -1.48 2.83  -0.023
C -6.83 -0.73 1.72  -0.326
C -6.40 -1.10 0.28  -0.078
O -7.60 -1.37 -0.36  0.097
C -8.57 -1.49 0.50  -0.527
O -9.75 -1.84 0.16  0.061
O -8.14 -1.17 1.72  0.090
H -5.16 -1.12 3.09  0.086
H -5.98 -2.54 2.65  0.090
H -6.77 -1.31 3.72  0.090
H -6.76 0.35 1.86  0.157
H -5.80 -2.01 0.31  0.138
H -5.90 -0.31 -0.28  0.144
C 2.50 -7.10 -2.78  0.000
C 1.55 -6.96 -1.53  -0.277
C 0.38 -6.02 -1.71  -0.077
O -0.75 -6.83 -1.39  0.068
C -0.37 -8.10 -1.20  -0.585
O -1.15 -9.04 -0.93  0.087
O 0.91 -8.21 -1.21  0.112
H 3.10 -6.19 -2.86  0.083
H 1.88 -7.25 -3.66  0.082
H 3.13 -7.99 -2.71  0.080
H 2.08 -6.66 -0.64  0.148
H 0.25 -5.70 -2.74  0.138
H 0.44 -5.27 -0.91  0.141
C 5.67 -0.31 0.19  -0.022
C 6.29 -1.64 0.64  -0.352
C 5.29 -2.81 0.68  -0.085
O 6.04 -3.89 0.12  0.048
C 7.17 -3.38 -0.50  -0.416
O 7.94 -4.02 -1.28  0.078
O 7.24 -2.03 -0.27  0.077
H 5.13 0.18 1.00  0.086
H 5.04 -0.29 -0.70  0.084
H 6.38 0.46 -0.13  0.080
H 6.72 -1.49 1.62  0.150
H 4.36 -2.60 0.15  0.136
H 5.11 -3.07 1.72  0.134
C 4.02 -1.47 -5.39  -0.028
C 3.19 -0.86 -6.46  -0.370
C 2.23 0.30 -6.00  -0.072
O 2.56 1.34 -6.88  0.094
C 3.48 0.94 -7.76  -0.522
O 3.97 1.62 -8.66  0.113
O 3.96 -0.26 -7.41  0.098
H 3.32 -1.95 -4.71  0.093
H 4.57 -0.78 -4.74  0.090
H 4.81 -2.18 -5.65  0.090
H 2.53 -1.56 -6.95  0.151
H 2.59 0.45 -4.98  0.124
H 1.19 0.00 -5.89  0.140
C -4.64 6.66 -2.37  -0.017
C -4.15 6.52 -0.92  -0.259
C -3.39 5.19 -0.64  -0.077
O -2.26 5.69 0.04  0.084
C -2.15 6.99 0.05  -0.574
O -1.19 7.64 0.51  0.097
O -3.15 7.56 -0.64  0.078
H -3.74 6.65 -2.98  0.088
H -5.20 7.57 -2.63  0.082
H -5.19 5.76 -2.63  0.084
H -4.90 6.61 -0.13  0.146
H -3.13 4.72 -1.58  0.130
H -3.91 4.42 -0.07  0.137
C 1.02 3.13 5.30  -0.016
C -0.43 2.73 4.85  -0.287
C -0.84 1.43 5.52  -0.119
O -2.08 1.71 6.11  0.074
C -2.27 3.04 6.16  -0.530
O -3.12 3.57 6.88  0.113
O -1.35 3.65 5.41  0.089
H 1.72 2.37 4.95  0.085
H 1.13 3.31 6.37  0.085
H 1.21 4.12 4.90  0.079
H -0.53 2.72 3.77  0.158
H -0.07 1.01 6.16  0.133
H -1.03 0.72 4.71  0.134
C 3.18 6.04 -1.78  -0.020
C 2.68 6.45 -3.13  -0.328
C 1.32 5.94 -3.49  -0.077
O 0.78 7.12 -4.07  0.082
C 1.41 8.20 -3.68  -0.595
O 0.99 9.36 -3.80  0.111
O 2.52 7.86 -3.12  0.114
H 3.22 4.97 -1.58  0.094
H 2.64 6.56 -0.99  0.097
H 4.17 6.48 -1.66  0.084
H 3.42 6.22 -3.90  0.159
H 0.69 5.51 -2.72  0.141
H 1.37 5.19 -4.28  0.137